1.
ORCA calculation (ωB97M-V/def2-TZVPD) on a cluster of 2 separate species, C2H6NO2P in total in a non-equilibrium geometry.

Output
E_HOMO (alpha / beta) (eV): -7.63 / -8.61
Calculated total energy (eV): -17041.8137
Orbital gap (alpha / beta) (eV): 7.593 / 8.173
E_LUMO (alpha / beta) (eV): -0.033 / -0.433

```
! wB97M-V def2-TZVPD RIJCOSX def2/J DEFGRID3
* xyz 0 1
N -3.359 0.621 -0.521
P -0.956 -0.593 -0.062
O -4.143 -0.080 -0.031
H 1.245 -0.096 -0.749
H 0.108 -0.142 -2.283
O -1.339 -1.964 0.235
C 0.374 -0.560 -1.308
H -1.376 0.283 2.176
C -0.446 0.365 1.473
H 0.415 -0.087 1.860
H -0.476 1.423 1.354
H 0.617 -1.517 -1.572
*
```

***

2.
ORCA calculation (ωB97M-V/def2-TZVPD) on a cluster of 2 separate species, C2H6NO3 in total in a non-equilibrium geometry.

Output
E_HOMO (eV): -4.37
Calculated total energy (eV): -9805.2881
Orbital gap (eV): 8.750
E_LUMO (eV): 4.379

```
! wB97M-V def2-TZVPD RIJCOSX def2/J DEFGRID3
* xyz -1 1
H 0.640 -2.422 0.718
C 0.023 0.152 0.126
H -1.356 2.772 0.796
H 1.971 -0.546 0.610
O -1.884 2.689 -0.035
O 0.332 1.058 1.011
N 0.758 -2.158 -0.308
C 1.240 -0.755 -0.184
H -1.886 1.724 -0.281
O -1.139 0.011 -0.459
H -0.211 -1.925 -0.732
H 1.512 -0.600 -1.261
*
```

***

3.
ORCA calculation (ωB97M-V/def2-TZVPD) on an isolated molecule of C2H6NO3P in a non-equilibrium geometry.

Output
E_HOMO (alpha / beta) (eV): -10.44 / -10.44
Calculated total energy (eV): -19090.5155
Orbital gap (alpha / beta) (eV): 8.438 / 8.437
E_LUMO (alpha / beta) (eV): -2.007 / -2.007

```
! wB97M-V def2-TZVPD RIJCOSX def2/J DEFGRID3
* xyz 0 1
H 2.306 -0.013 0.069
H 1.990 -0.250 1.937
H -2.340 -1.237 -0.258
H -2.004 0.432 -1.361
N -0.348 -0.607 -0.522
H -1.766 -1.265 -1.811
C -1.715 -0.663 -0.967
H 2.529 1.166 1.291
C 1.828 0.290 0.960
O -0.916 0.559 1.702
O 0.474 -0.920 -1.332
P 0.095 0.765 0.688
O -0.133 1.743 -0.396
*
```

***

4.
ORCA calculation (ωB97M-V/def2-TZVPD) on a cluster of 2 separate species, C2H6NO3S in total in a non-equilibrium geometry.

Output
E_HOMO (eV): -4.03
Calculated total energy (eV): -20638.8518
Orbital gap (eV): 7.956
E_LUMO (eV): 3.921

```
! wB97M-V def2-TZVPD RIJCOSX def2/J DEFGRID3
* xyz -1 1
N -0.786 0.804 -0.121
C 1.712 0.639 -0.083
S -2.204 0.066 -0.327
O 2.124 1.220 0.888
H 1.359 1.246 -0.988
H -0.793 1.482 -0.814
H 0.741 -1.072 -0.787
O -3.182 0.497 1.148
H -2.884 -0.148 1.788
H 1.773 -1.308 0.672
H 2.549 -1.175 -0.858
O -2.132 -1.409 -0.217
C 1.723 -0.842 -0.301
*
```

***

5.
ORCA calculation (ωB97M-V/def2-TZVPD) on the ion C2H6NO3S3 with charge +1 in a non-equilibrium geometry.

Output
E_HOMO (eV): -12.25
Calculated total energy (eV): -42300.2384
Orbital gap (eV): 8.341
E_LUMO (eV): -3.913

```
! wB97M-V def2-TZVPD RIJCOSX def2/J DEFGRID3
* xyz 1 1
H -1.305 0.825 -0.609
C 0.105 -0.742 0.190
S 0.560 -1.894 -1.138
O 2.551 1.304 -1.442
S 2.419 0.734 0.063
H -2.580 0.021 -0.803
O 0.602 0.462 -0.017
H -0.983 -0.322 1.763
C -1.300 -0.657 0.840
S 1.208 -2.056 0.823
O 2.396 1.816 0.980
N -2.071 0.344 0.045
H 3.090 0.770 -2.102
H -2.753 0.892 0.557
H -1.939 -1.497 0.850
*
```

***

6.
ORCA calculation (ωB97M-V/def2-TZVPD) on a cluster of 2 separate species, C2H6NO3Si in total in a non-equilibrium geometry.

Output
E_HOMO (eV): -1.92
Calculated total energy (eV): -17679.5188
Orbital gap (eV): 5.669
E_LUMO (eV): 3.754

```
! wB97M-V def2-TZVPD RIJCOSX def2/J DEFGRID3
* xyz -1 1
H 0.338 2.412 0.599
O 0.576 -0.018 0.799
H -1.826 0.602 0.012
C -1.386 -0.371 -0.459
C 1.029 -1.739 -1.711
H -2.152 -1.021 -0.569
Si 0.668 1.374 1.588
H 2.116 1.308 1.856
N -0.499 -0.931 0.517
H -0.172 1.938 2.687
H -1.044 -0.059 -1.540
O 0.583 -0.901 -2.378
O 1.770 -2.594 -1.403
*
```

***

7.
ORCA calculation (ωB97M-V/def2-TZVPD) on a cluster of 2 separate species, C2H6NOS in total in a non-equilibrium geometry.

Output
E_HOMO (alpha / beta) (eV): -13.57 / -13.36
Calculated total energy (eV): -16530.7440
Orbital gap (alpha / beta) (eV): 8.092 / 8.014
E_LUMO (alpha / beta) (eV): -5.478 / -5.345

```
! wB97M-V def2-TZVPD RIJCOSX def2/J DEFGRID3
* xyz 1 1
S 2.642 0.030 -0.315
O 3.854 -0.463 0.307
H -1.197 -0.572 -1.391
H -0.453 1.541 -0.625
N -1.770 -0.182 -0.615
H 1.648 -0.810 1.711
H -2.017 -0.893 0.067
C -0.791 0.774 -0.002
H -0.817 0.882 1.098
C 1.519 -0.639 0.673
H -2.617 0.332 -0.908
*
```

***

8.
ORCA calculation (ωB97M-V/def2-TZVPD) on an isolated molecule of C2H6NP in a non-equilibrium geometry.

Output
E_HOMO (eV): -8.83
Calculated total energy (eV): -12945.5513
Orbital gap (eV): 9.206
Structure (SMILES): C[P@@H]1=NC1
E_LUMO (eV): 0.373

```
! wB97M-V def2-TZVPD RIJCOSX def2/J DEFGRID3
* xyz 0 1
H 1.799 0.003 0.731
H -0.755 0.965 0.700
H -2.257 0.086 1.010
H 1.592 1.189 -0.534
H 1.980 -0.549 -1.031
H 0.007 -1.269 0.743
P -0.335 -0.927 -0.487
N -1.793 -0.009 -1.027
C 1.313 0.135 -0.320
C -1.552 0.376 0.215
*
```

***

9.
ORCA calculation (ωB97M-V/def2-TZVPD) on an isolated molecule of C2H6O.

Output
E_HOMO (eV): -7.59
Calculated total energy (eV): -4214.3176
Orbital gap (eV): 8.074
E_LUMO (eV): 0.484

```
! wB97M-V def2-TZVPD RIJCOSX def2/J DEFGRID3
* xyz 0 1
H 1.152 0.083 -1.510
H -0.442 1.212 -0.453
H 0.928 0.147 1.225
C -0.154 0.041 1.124
O -0.536 0.271 -0.242
H -0.697 0.741 1.767
C 0.442 -0.713 -1.196
H -0.431 -0.990 1.329
H -0.262 -0.793 -2.044
*
```

***

10.
ORCA calculation (ωB97M-V/def2-TZVPD) on an isolated molecule of C2H6O.

Output
E_HOMO (eV): -7.59
Calculated total energy (eV): -4214.3121
Orbital gap (eV): 8.082
E_LUMO (eV): 0.493

```
! wB97M-V def2-TZVPD RIJCOSX def2/J DEFGRID3
* xyz 0 1
O 0.442 -0.447 0.208
H -1.367 -0.048 1.000
C -0.989 -0.550 0.113
C 0.797 1.199 0.102
H -1.269 -1.607 0.094
H 1.210 1.172 -0.929
H 1.691 1.167 0.751
H -1.337 -0.013 -0.772
H 0.857 -0.960 -0.502
*
```

***

11.
ORCA calculation (ωB97M-V/def2-TZVPD) on a cluster of 2 separate species, C2H6O in total.

Output
E_HOMO (eV): -9.57
Calculated total energy (eV): -4214.5616
Orbital gap (eV): 10.267
E_LUMO (eV): 0.694

```
! wB97M-V def2-TZVPD RIJCOSX def2/J DEFGRID3
* xyz 0 1
H -0.891 0.014 1.235
H 1.099 -1.347 0.293
H -0.389 -1.488 -0.685
H -0.482 1.479 -0.074
H 0.955 -0.408 -1.202
H -1.170 0.867 -0.448
O 0.631 1.356 0.755
C 0.396 -0.804 -0.352
C -0.149 0.332 0.478
*
```

***

12.
ORCA calculation (ωB97M-V/def2-TZVPD) on a structure of composition C2H6O in a non-equilibrium geometry.

Output
E_HOMO (eV): -8.08
Calculated total energy (eV): -4213.7359
Orbital gap (eV): 7.594
E_LUMO (eV): -0.490

```
! wB97M-V def2-TZVPD RIJCOSX def2/J DEFGRID3
* xyz 0 1
H -1.196 0.157 1.384
H 0.329 0.542 0.080
H -1.559 1.277 0.023
C -1.004 0.397 0.322
O 1.743 -0.462 0.550
C -0.364 -0.297 -0.730
H -0.765 -0.086 -1.739
H 0.126 -1.232 -0.530
H 2.689 -0.296 0.639
*
```

***

13.
ORCA calculation (ωB97M-V/def2-TZVPD) on an isolated molecule of C2H6O in a non-equilibrium geometry.

Output
E_HOMO (eV): -9.73
Calculated total energy (eV): -4217.5416
Orbital gap (eV): 10.837
Structure (SMILES): COC
E_LUMO (eV): 1.109

```
! wB97M-V def2-TZVPD RIJCOSX def2/J DEFGRID3
* xyz 0 1
C -1.185 -0.014 -0.028
O -0.011 -0.701 -0.092
H -1.318 0.298 1.037
H 2.042 -0.767 0.336
H -1.264 0.783 -0.790
H 1.469 0.480 -0.988
C 1.208 -0.024 -0.044
H -1.985 -0.760 -0.212
H 1.046 0.705 0.781
*
```

***

14.
ORCA calculation (ωB97M-V/def2-TZVPD) on an isolated molecule of C2H6O in a non-equilibrium geometry.

Output
E_HOMO (eV): -9.62
Calculated total energy (eV): -4217.1978
Orbital gap (eV): 10.731
Structure (SMILES): COC
E_LUMO (eV): 1.113

```
! wB97M-V def2-TZVPD RIJCOSX def2/J DEFGRID3
* xyz 0 1
H -0.028 -0.369 1.562
H -0.023 -1.029 -1.269
H 0.904 0.379 -1.912
C -0.681 0.272 0.926
H -1.416 -0.282 0.515
O 0.127 0.722 -0.086
H 1.656 -0.505 -0.387
C 0.668 -0.206 -0.950
H -1.208 1.020 1.601
*
```

***

15.
ORCA calculation (ωB97M-V/def2-TZVPD) on a structure of composition C2H6O.

Output
E_HOMO (eV): -7.80
Calculated total energy (eV): -4214.1136
Orbital gap (eV): 8.493
E_LUMO (eV): 0.688

```
! wB97M-V def2-TZVPD RIJCOSX def2/J DEFGRID3
* xyz 0 1
H 1.968 0.883 -0.420
C 1.061 0.294 -0.470
O 0.023 0.863 0.082
H 0.894 -0.426 -1.266
H -1.887 0.875 0.707
H -1.433 -0.434 -0.583
H -0.122 -1.172 0.999
C -1.148 0.289 0.177
H 0.645 -1.172 0.775
*
```

***

16.
ORCA calculation (ωB97M-V/def2-TZVPD) on a cluster of 2 separate species, C2H6O2 in total in a non-equilibrium geometry.

Output
E_HOMO (eV): -11.13
Calculated total energy (eV): -6266.2016
Orbital gap (eV): 11.894
Structure (SMILES): O=CO.C
E_LUMO (eV): 0.763

```
! wB97M-V def2-TZVPD RIJCOSX def2/J DEFGRID3
* xyz 0 1
H 0.412 1.261 -0.579
H 0.885 1.529 -2.211
H 1.906 2.104 -0.917
H 0.303 2.897 -1.266
C 0.881 1.994 -1.232
O -0.921 -1.037 1.600
H -2.095 -2.654 1.434
C -1.111 -2.293 1.137
O -0.294 -2.913 0.526
H 0.035 -0.889 1.508
*
```

***

17.
ORCA calculation (ωB97M-V/def2-TZVPD) on an isolated molecule of C2H6O2.

Output
E_HOMO (eV): -10.16
Calculated total energy (eV): -6265.6913
Orbital gap (eV): 10.963
Structure (SMILES): OCCO
E_LUMO (eV): 0.803

```
! wB97M-V def2-TZVPD RIJCOSX def2/J DEFGRID3
* xyz 0 1
H -0.597 0.444 -1.425
H 0.792 -1.553 -0.045
C 0.815 0.346 0.162
H -1.594 -0.834 0.865
O -1.287 -0.832 -0.054
H 0.835 0.504 1.248
H -1.150 1.231 0.100
H 1.376 1.163 -0.288
O 1.432 -0.851 -0.235
C -0.622 0.380 -0.327
*
```

***

18.
ORCA calculation (ωB97M-V/def2-TZVPD) on an isolated molecule of C2H6O2 in a non-equilibrium geometry.

Output
E_HOMO (eV): -10.26
Calculated total energy (eV): -6265.0885
Orbital gap (eV): 11.072
Structure (SMILES): OCCO
E_LUMO (eV): 0.811

```
! wB97M-V def2-TZVPD RIJCOSX def2/J DEFGRID3
* xyz 0 1
O -1.385 0.023 -0.190
H -1.975 -0.334 0.399
H 0.981 0.970 -0.972
C -0.152 -0.699 -0.312
H -0.054 -1.510 0.358
H -0.144 -0.968 -1.367
O 0.470 1.175 1.108
C 0.906 0.430 -0.060
H 1.808 -0.157 0.171
H -0.456 1.069 0.866
*
```

***

19.
ORCA calculation (ωB97M-V/def2-TZVPD) on an isolated molecule of C2H6O2 in a non-equilibrium geometry.

Output
E_HOMO (eV): -9.79
Calculated total energy (eV): -6263.7005
Orbital gap (eV): 10.778
Structure (SMILES): COCO
E_LUMO (eV): 0.985

```
! wB97M-V def2-TZVPD RIJCOSX def2/J DEFGRID3
* xyz 0 1
O -1.415 -0.472 1.031
C -0.079 -0.269 0.646
H 0.607 -1.206 0.960
H -1.887 0.238 0.956
C 1.219 0.589 -1.091
H 1.446 1.539 -0.601
H 0.465 0.537 1.494
O 0.064 0.039 -0.675
H 1.220 0.741 -2.093
H 2.124 -0.304 -0.890
*
```

***

20.
ORCA calculation (ωB97M-V/def2-TZVPD) on an isolated molecule of C2H6O2.

Output
E_HOMO (eV): -9.87
Calculated total energy (eV): -6265.5062
Orbital gap (eV): 10.596
Structure (SMILES): OCCO
E_LUMO (eV): 0.723

```
! wB97M-V def2-TZVPD RIJCOSX def2/J DEFGRID3
* xyz 0 1
H 0.823 -0.782 1.393
H -1.088 -0.731 -0.892
H 1.186 1.158 -0.286
C 0.741 -0.601 0.310
O -0.684 1.220 -0.340
H 0.957 -1.552 -0.194
H -1.362 -0.343 0.826
O 1.687 0.347 -0.109
H -1.557 1.449 -0.674
C -0.703 -0.165 -0.034
*
```